# 1
Molecular formula: C9H14
Method: DFT, ωB97M-V/def2-TZVPD

## Properties
* energy relative to the best compared isomer or geometry (same formula, charge and spin): 16.4 kcal per mole
* F_max: 2.5 eV/Å
* total charge: -1
* multiplicity: 2

Geometry as XYZ:
```
23
Properties=species:S:1:pos:R:3:forces:R:3
C -1.655405 0.622820 -1.791558 0.07 -0.77 0.86
C 0.549451 1.155348 -0.615970 -1.93 -0.74 -1.34
C -0.820404 0.753153 -0.535036 1.01 1.83 0.64
C 1.332376 1.215147 0.565072 0.69 0.05 1.46
C 0.706681 1.093814 1.828851 -0.61 1.00 -1.11
C -1.421128 0.706621 0.712372 -0.71 -1.51 -0.61
C -0.649657 0.853558 1.908634 0.38 0.30 0.62
H 0.837821 1.539570 -1.595027 0.52 -0.21 0.14
H 2.416275 1.158813 0.578698 0.12 0.38 -0.36
H -2.601949 0.115109 -1.571347 0.08 -0.01 0.11
H -1.075260 -0.056743 -2.418656 -0.21 0.42 -0.74
H 1.194945 1.523680 2.698633 0.40 -0.76 0.29
H -2.426450 0.275506 0.717780 0.02 0.22 0.37
H -1.102178 0.880172 2.891190 -0.31 0.01 0.02
H -1.936328 1.584440 -2.217615 0.43 0.02 -0.38
C 1.496562 -2.113124 -0.356590 -0.53 -0.49 -0.69
C 0.287270 -2.911752 -0.922310 0.67 -0.42 0.30
H 1.893746 -2.490880 0.585053 -0.17 -0.09 0.02
H 2.257513 -2.227945 -1.130128 0.41 0.35 0.31
H 1.246015 -1.066726 -0.244703 0.12 0.14 0.02
H 0.545162 -3.205971 -1.941762 -0.37 0.10 -0.13
H 0.164307 -3.854836 -0.386729 -0.17 -0.03 0.11
H -0.667418 -2.391709 -0.918429 0.08 0.22 0.08
```
Forces are in eV/Å.

natural (NBO) atomic charge list, values in e, 5 entries:
1. C -0.645
2. C -0.417
3. C 0.009
4. C -0.408
5. C -0.221

# 2
Molecular formula: C9H14
Method: DFT, ωB97M-V/def2-TZVPD

## Properties
* energy relative to the best compared isomer or geometry (same formula, charge and spin): 9.9 kcal per mole
* F_max: 1.1 eV/Å
* total charge: -1
* multiplicity: 2

Geometry as XYZ:
```
23
Properties=species:S:1:pos:R:3:forces:R:3
C 2.824314 -0.214363 0.600614 -0.68 0.57 -0.54
C -0.629605 1.343014 0.225111 -0.15 -0.31 -0.36
C -0.506530 2.124932 -0.976895 0.00 -0.03 0.66
C 0.434267 0.555580 0.628153 0.37 -0.54 -0.90
C 1.683299 0.567454 -0.011559 -0.12 -0.31 -0.30
C 0.776729 2.264927 -1.503447 0.25 0.29 -0.10
C 1.858651 1.512782 -1.076224 -0.01 0.72 0.54
H -1.605293 1.208891 0.676472 0.00 0.01 0.08
H -1.349670 2.718216 -1.306488 0.13 0.11 -0.14
H 0.290523 -0.312767 1.258581 -0.12 0.51 0.80
H 0.982694 3.059534 -2.219713 -0.15 -0.20 -0.27
H 2.401034 -1.120657 1.031088 0.35 -0.06 0.30
H 3.288767 0.427778 1.364044 0.26 -0.26 0.30
H 2.842440 1.773600 -1.459220 0.06 -0.26 -0.04
H 3.597134 -0.483504 -0.119934 -0.02 -0.06 -0.04
C -2.287571 -2.020421 -0.342558 -0.71 0.06 -0.77
C -1.919263 -1.840526 1.112688 0.22 -0.45 -0.22
H -1.973428 -2.960683 -0.799106 0.56 0.08 0.16
H -3.352258 -2.035734 -0.540719 -0.63 0.04 0.42
H -1.964866 -1.172199 -0.949574 0.52 -0.14 0.08
H -2.250820 -2.660512 1.751668 -0.26 0.00 -0.03
H -2.304592 -0.896642 1.487158 0.08 0.05 0.16
H -0.835961 -1.838696 1.169854 0.06 0.16 0.22
```
Forces are in eV/Å.

natural (NBO) atomic charge list, values in e, 5 entries:
1. C -0.644
2. C -0.352
3. C -0.411
4. C -0.272
5. C -0.152

Q: Look up the energy relative to the best compared isomer or geometry (same formula, charge and spin) of the second one.
A: 9.9 kcal per mole